1.
Here is C14H18N2S in the gas phase from OMol25. Energies are from wB97M-V/def2-TZVPD.

XYZ file:
```
35
C14H18N2S, DFT wB97M-V/def2-TZVPD
C 1.8832 3.2103 -2.9868
C 1.3168 2.1585 -2.0706
C -0.0013 2.1888 -1.7230
C -0.7201 1.2135 -0.7997
C -1.8421 2.0350 -0.0778
C -1.4119 0.1390 -1.6297
N 0.2242 0.5999 0.1801
C -0.1729 0.4887 1.6156
C 1.4043 -0.0325 -0.2927
N 1.8845 -1.1743 0.1576
C 1.0866 -2.0320 0.8850
C -0.1904 -2.4454 0.4387
C -1.0093 -3.2750 1.2414
C -0.5809 -3.6283 2.5234
C 0.6934 -3.2648 2.9412
C 1.5215 -2.4909 2.1452
S 2.3864 0.9008 -1.4231
H 1.1399 3.7204 -3.5626
H 2.6548 2.7730 -3.6896
H 2.3998 3.9425 -2.3679
H -0.5819 2.9406 -2.1892
H -2.3410 2.6912 -0.7841
H -2.5922 1.3921 0.3809
H -1.3522 2.6785 0.6636
H -2.1343 0.5965 -2.3007
H -0.7311 -0.3948 -2.2344
H -1.9625 -0.5307 -0.9530
H -1.0283 -0.1566 1.7634
H 0.6553 0.1101 2.2316
H -0.3793 1.4762 2.0526
H -0.5677 -2.1864 -0.5500
H -1.9916 -3.5473 0.8934
H -1.2293 -4.2504 3.1504
H 1.0327 -3.6376 3.8845
H 2.5367 -2.2088 2.4865
```

Values from the calculation:
Kohn-Sham gap in eV: 8.65
Structure (SMILES): CC1=CC(C)(C)N(C)/C(=N\c2ccccc2)S1

***

2.
Here is a molecular structure, C14H18O12Rb from OMol25. Energies are from wB97M-V/def2-TZVPD.

XYZ file:
```
45
C14H18O12Rb, DFT wB97M-V/def2-TZVPD
Rb 0.9838 1.0002 1.8406
O -0.2941 3.4241 0.6980
C -1.6748 3.7921 0.4605
C -2.0608 4.3292 -0.9562
O -1.0351 4.8100 -1.8045
H -1.8876 4.5622 1.2020
H -2.2279 2.9038 0.7658
H -2.8666 5.0557 -0.8514
H -2.6978 3.7704 -1.6418
C 2.1046 -3.7610 0.8345
C 2.2200 -2.3917 1.4139
C 3.7193 -1.7616 1.5399
O 3.8580 -0.6069 2.0544
C 4.7938 -2.5257 1.0110
C 4.6025 -3.8228 0.5178
C 3.2203 -4.4317 0.4988
O 2.9115 -5.6046 -0.0184
O 5.6801 -4.4634 0.1703
O 1.2446 -1.8441 1.8219
H 1.0912 -4.1342 0.8211
H 5.8025 -2.1744 1.1711
C -1.4907 -2.3944 0.3652
O -2.7904 -1.7581 0.6501
C -2.7013 -0.5350 1.2400
O -1.6803 -0.1255 1.7314
O -4.0389 -0.0659 1.3225
C -4.2945 1.0745 2.0839
H -1.7919 -3.3442 -0.0767
H -0.9606 -2.3533 1.3167
H -0.8261 -1.8200 -0.2802
H -4.1578 1.9417 1.4378
H -3.8332 1.1497 3.0686
H -5.3416 1.0793 2.3864
C 2.6662 0.1611 -1.3509
O 1.3328 -0.0166 -1.7606
C 0.4775 1.0235 -2.1088
O 0.7199 2.2173 -1.9796
O -0.7066 0.5239 -2.6118
C -1.6085 1.4491 -3.2115
H 2.7639 0.5905 -0.3538
H 3.1728 0.8725 -2.0030
H 3.1207 -0.8282 -1.4051
H -2.5464 1.4716 -2.6565
H -1.7095 1.0820 -4.2328
H -1.2632 2.4789 -3.1201
```

Values from the calculation:
Charge: -3
Kohn-Sham gap in eV: 2.59

***

3.
Here is a molecular structure, C14H19Al2ClCsLiNNaO11S from OMol25. Energies are from wB97M-V/def2-TZVPD.

XYZ file:
```
52
C14H19Al2ClCsLiNNaO11S, DFT wB97M-V/def2-TZVPD
C 0.4822 -1.0819 -4.9969
C 0.0622 0.3621 -5.1017
C -0.8122 1.1707 -3.9654
Al 0.3917 1.8564 -2.4096
Cl 2.5615 1.5232 -3.0417
C 0.0182 3.8528 -2.0134
N -1.5156 3.9753 -1.9200
C 0.0378 0.6181 -0.7946
O -0.1934 1.3218 0.4757
C 0.9601 2.1327 0.8907
C 2.5180 1.9476 0.4175
O 0.7074 3.1102 1.8013
H -0.2318 -1.9138 -4.5301
H 1.5111 -1.4329 -5.4359
H 0.3933 0.9121 -6.1074
H -1.3444 2.1337 -4.3976
H -1.6273 0.4806 -3.4333
H 0.5531 4.1598 -1.0039
H 0.4136 4.5373 -2.9075
H -1.8652 3.1419 -1.3582
H -1.6833 4.8500 -1.3738
H 0.8487 -0.2529 -0.7173
H -0.9822 0.0511 -1.0471
H 2.6904 2.7268 -0.4693
H 3.1989 2.1688 1.3437
H 2.7192 0.8844 -0.0751
Li 3.6812 4.2604 0.9449
C 1.1928 -3.6851 3.5084
C 0.3005 -3.2375 4.4084
C -0.0295 -1.7564 4.2489
O -0.8747 -1.1548 4.9191
C 0.7151 -0.9763 3.2255
C 1.6176 -1.4216 2.3336
C 1.8678 -2.9247 2.4233
O 2.6002 -3.5559 1.6551
O 2.2530 -0.7547 1.4600
O -0.2750 -3.8892 5.3332
H 1.4826 -4.7296 3.5355
H 0.4656 0.0785 3.2317
Al 0.3266 0.9541 4.8811
O 0.5943 -7.6125 0.7541
S 0.0564 -6.8915 1.9221
O -0.1901 -5.4839 1.5599
O 1.0299 -6.9510 3.0275
O -1.2085 -7.5185 2.3468
Cs -0.8291 -2.1087 1.7348
Na -1.5641 -7.2453 0.3754
C -4.6304 4.6454 -1.1264
O -5.5102 3.6716 -0.9475
H -3.8336 4.4763 -1.8706
H -5.0187 5.6223 -1.4615
H -4.0316 4.9526 -0.2523
```

Values from the calculation:
Kohn-Sham gap in eV: 1.29

***

4.
Here is 2 unconnected molecules or ions with the total composition C14H19BN from OMol25. Energies are from wB97M-V/def2-TZVPD.

XYZ file:
```
35
C14H19BN, DFT wB97M-V/def2-TZVPD
C -2.0986 -2.6372 5.5027
C -1.2474 -1.5595 6.1875
C -1.9841 -0.9571 7.4039
C 0.1962 -1.8851 6.4791
C 0.9681 -1.0618 7.3214
C 2.3575 -1.1684 7.3181
C 2.9921 -2.1094 6.4979
C 2.2298 -2.8861 5.6244
C 0.8411 -2.7713 5.6149
H -1.8159 -2.7184 4.4416
H -1.9899 -3.6164 5.9900
H -3.1562 -2.3362 5.5556
H -1.7107 0.1000 7.5366
H -3.0708 -1.0375 7.2660
H -1.7164 -1.5258 8.3055
H 0.4713 -0.3310 7.9690
H 2.9449 -0.5236 7.9733
H 4.0781 -2.1624 6.4685
H 2.6987 -3.6004 4.9597
H 0.2286 -3.3460 4.9156
H -1.1872 -0.8064 5.4197
B -1.9424 1.9009 4.8722
N -0.6679 2.5963 4.8445
C -0.7852 3.8820 4.4157
C 0.3335 4.6626 4.3712
C 1.5774 4.1459 4.7649
C 1.6513 2.8046 5.1818
C 0.5144 2.0178 5.1900
H -2.1200 1.3375 3.8667
H -2.3816 1.8404 5.9661
H -1.7937 4.1949 4.1224
H 0.1771 5.6745 4.0177
H 2.4615 4.7799 4.7508
H 2.6108 2.3956 5.4901
H 0.4967 0.9518 5.4458
```

Values from the calculation:
Charge: +1
Kohn-Sham gap in eV: 6.97

***

5.
Here is a molecular structure, C14H19BrN3O5Os from OMol25. Energies are from wB97M-V/def2-TZVPD.

XYZ file:
```
43
C14H19BrN3O5Os, DFT wB97M-V/def2-TZVPD
Os 0.0488 -0.0384 -0.1997
N 1.4577 -0.1582 1.8351
C 1.3377 1.1635 2.4513
C -0.1151 1.6497 2.3469
O -0.6401 2.2270 3.2984
N -0.6913 1.3874 1.1672
C -2.1130 1.4226 1.1443
C -2.6632 -0.0733 1.0985
O -3.8589 -0.2355 1.2755
O -1.7874 -0.9402 0.8653
H 2.4321 -0.4285 1.7370
H 0.9805 -0.8533 2.4064
H 1.6389 1.1673 3.5083
H 1.9573 1.8653 1.8917
H -2.5162 1.9104 2.0369
H -2.4883 1.9063 0.2400
C -1.9577 -0.8830 -2.3514
C -1.2088 0.3032 -1.7515
O -1.5033 1.4307 -2.0758
H -2.3874 -0.5984 -3.3116
H -2.7719 -1.1155 -1.6632
H -1.3383 -1.7698 -2.4669
Br 3.3560 -1.3430 -1.9516
C 1.6777 -2.2649 -1.8366
C 1.4856 -3.3052 -2.6996
C 0.4273 -4.1879 -2.4637
C -0.2498 -4.0445 -1.2388
C 0.0279 -2.9911 -0.4173
N 0.9015 -1.9734 -0.7547
H 2.1657 -3.4516 -3.5242
H 0.2060 -4.9941 -3.1431
H -0.9616 -4.7929 -0.9237
H -0.4332 -2.8958 0.5568
C 3.6160 1.9219 -0.3733
O 2.2074 1.8503 -0.3093
C 1.5641 0.9752 -1.2001
C 1.5400 1.4910 -2.6184
H 3.9754 2.2372 -1.3595
H 4.0783 0.9559 -0.1331
H 3.9135 2.6630 0.3692
H 2.5377 1.8049 -2.9355
H 0.8759 2.3597 -2.6933
H 1.1806 0.7311 -3.3103
```

Values from the calculation:
Charge: -1
Kohn-Sham gap (spin up / spin down) in eV: 4.97 / 5.03

***

6.
Here is a molecular structure, C14H19ClN2Pd from OMol25. Energies are from wB97M-V/def2-TZVPD.

XYZ file:
```
37
C14H19ClN2Pd, DFT wB97M-V/def2-TZVPD
C -2.9853 -0.5862 0.9185
C -3.2985 0.4888 -0.1309
H -2.7193 -1.5590 0.4923
H -3.8852 -0.7341 1.5340
H -2.2416 -0.3010 1.7010
H -2.4554 0.7306 -0.8098
H -4.0726 0.0892 -0.8173
H -3.6737 1.4059 0.3326
C -0.1099 -2.5780 0.6220
C 0.7312 -3.6842 0.4877
C 1.8976 -3.5472 -0.2680
C 2.1978 -2.3132 -0.8427
H -0.9989 -2.6191 1.2490
H 0.4537 -4.6120 0.9830
H 2.5642 -4.3985 -0.4103
H 3.1013 -2.1583 -1.4334
N 0.1689 -1.3961 0.0452
C 1.3142 -1.2285 -0.6613
C 1.6039 0.1216 -1.1603
N 0.7301 1.1072 -0.8371
C 0.8995 2.3596 -1.2543
C 2.9272 1.7487 -2.3866
C 1.9765 2.7264 -2.0637
H 0.1773 3.0990 -0.9155
H 2.0563 3.7555 -2.4122
C 2.7446 0.4459 -1.9255
H 3.4530 -0.3504 -2.1479
H 3.8034 2.0010 -2.9976
Pd -0.8974 0.4865 0.5435
C -1.3705 2.4695 0.8735
H -1.7369 2.9362 -0.0566
H -0.4517 2.9645 1.2088
H -2.1483 2.4948 1.6541
Cl -0.4865 1.2441 3.5776
C -0.0072 0.1051 2.3818
H 1.0704 0.1763 2.2348
H -0.3322 -0.8904 2.6915
```

Values from the calculation:
Multiplicity: 3
Kohn-Sham gap (spin up / spin down) in eV: 4.82 / 7.84

***

7.
Here is C14H19F2N in the gas phase from OMol25. Energies are from wB97M-V/def2-TZVPD.

XYZ file:
```
36
C14H19F2N, DFT wB97M-V/def2-TZVPD
F 1.8732 -4.8807 -1.7544
C 1.0818 -3.6935 -1.6153
C 1.7037 -2.7092 -1.5920
C 0.8390 -1.5547 -1.5062
C -0.3958 -1.5775 -1.3995
C -1.4441 -0.4206 -1.0755
N -1.1055 0.3740 -0.1463
C -0.8706 -0.2160 1.0659
C 0.8543 -0.1798 1.6459
C 1.5034 1.0710 1.3150
C 0.7988 2.1935 2.0450
C 0.3533 3.4575 0.8267
C -0.2141 2.7835 -0.4932
C -1.5071 1.7768 -0.1228
C -1.0431 -2.8947 -1.2506
F -2.3236 -3.2065 -1.0144
C -0.3549 -3.8991 -1.4159
H 2.6622 -2.3945 -2.0423
H 1.1429 -0.4876 -1.6943
H -2.5472 -0.7757 -0.7916
H -1.4318 0.0683 -2.0430
H -1.3060 -1.1454 1.1422
H -1.3501 0.4251 1.8164
H 0.5484 -0.4347 2.8038
H 1.1778 -1.0709 1.2962
H 1.4656 1.1665 0.3138
H 2.4641 0.7960 1.9699
H 1.5854 2.8102 2.7692
H -0.0841 1.9752 2.5556
H -0.2580 4.0244 1.4006
H 1.5519 3.8360 0.5854
H 0.3734 2.1344 -0.9620
H -0.6490 3.7324 -0.9283
H -1.9939 1.9469 0.8955
H -2.2248 1.9959 -1.2218
H -0.8756 -5.0264 -1.3778
```

Values from the calculation:
Kohn-Sham gap in eV: 8.58
Structure (SMILES): Fc1ccc(CN2CCCCCCC2)c(F)c1

***

8.
Here is a molecular structure, C14H19F4N2OSZn from OMol25. Energies are from wB97M-V/def2-TZVPD.

XYZ file:
```
42
C14H19F4N2OSZn, DFT wB97M-V/def2-TZVPD
Zn 0.0142 -0.1475 -0.4732
C 1.2686 -2.7725 -1.4997
N -0.0094 -2.1152 -1.1897
C -0.8040 -2.9578 -0.2766
C -0.7759 -1.8577 -2.4384
C -2.0090 -0.9786 -2.2104
N -1.6657 0.0979 -1.2942
C -2.6578 0.7986 -0.6555
C -2.3996 1.3461 0.6056
F -1.1576 1.1106 1.1565
C -3.3174 2.0678 1.3314
F -2.9650 2.5319 2.5349
C -4.5836 2.2946 0.8302
C -4.8708 1.7679 -0.4144
F -6.0733 1.9679 -0.9533
C -3.9427 1.0478 -1.1473
F -4.2818 0.6134 -2.3723
H 1.1021 -3.7496 -1.9630
H 1.8441 -2.1521 -2.1849
H 1.8382 -2.9127 -0.5823
H -1.0700 -3.9000 -0.7649
H -0.2231 -3.1785 0.6182
H -1.7163 -2.4377 0.0103
H -0.0937 -1.3659 -3.1355
H -1.0748 -2.8123 -2.8835
H -2.3141 -0.6116 -3.1933
H -2.8437 -1.5776 -1.8301
H -5.3163 2.8627 1.3825
O 1.6894 0.5687 0.0887
S 1.9921 1.5910 1.2149
C 2.7077 0.5828 2.5487
C 4.2035 0.8991 2.6198
C 4.6371 1.2636 1.2036
C 3.5891 2.2564 0.7189
H 2.5160 -0.4408 2.2228
H 2.1551 0.7775 3.4651
H 4.7509 0.0482 3.0223
H 4.3727 1.7434 3.2897
H 4.6434 0.3834 0.5585
H 5.6314 1.7059 1.1766
H 3.5346 2.4175 -0.3565
H 3.6753 3.2233 1.2193
```

Values from the calculation:
Charge: +1
Kohn-Sham gap in eV: 7.97